Molecular formula: C27H49BrN2O3
Method: DFT, ωB97M-V with the def2-TZVPD basis set

Results
- frontier orbital gap (hartree) = 0.3529
- 2S+1 = 1
- SMILES = CCCCCCCCCCC[C@@](N)(CCN)[C@H](CC=O)O[C@@H](Br)Cc1cccc(C)c1.CO
- lowest unoccupied orbital energy (eV) = 0.51

Geometry (Å):
C1 7.930270 2.990345 2.087445
C2 6.726288 3.096892 1.128664
C3 7.044765 2.394901 -0.205799
C4 5.735777 1.940249 -0.882673
C5 5.986727 0.923012 -2.019957
C6 5.132760 -0.345506 -1.834746
C7 3.625026 -0.048871 -1.826289
C8 2.858866 -1.327954 -1.358669
C9 1.488575 -0.934248 -0.775094
C10 0.980340 -2.075750 0.180317
C11 -0.148353 -2.873338 -0.524836
C12 -1.589788 -2.593376 -0.052072
N1 -2.438236 -3.705198 -0.559721
C13 -1.762421 -2.634354 1.471044
C14 -3.210733 -2.485054 1.962521
N2 -3.219088 -2.177495 3.430388
C15 -2.165549 -1.281070 -0.722444
C16 -1.866426 -0.023295 0.105470
C17 -1.301626 1.145665 -0.710872
O1 -1.009595 2.185951 -0.141335
O2 -3.551456 -1.491521 -0.977410
C18 -4.194322 -0.395112 -1.537327
Br1 -5.081871 -1.097963 -3.184467
C19 -5.281752 0.102404 -0.587781
C20 -5.865208 1.464894 -0.899515
C21 -6.482587 1.822978 -2.076795
C22 -6.998445 3.074065 -2.230362
C23 -6.931053 4.011795 -1.240000
C24 -6.325552 3.672491 -0.057711
C25 -6.231015 4.622151 1.116903
C26 -5.802935 2.416183 0.087035
H1 8.309452 1.967955 2.041478
H2 7.671548 3.238293 3.115339
H3 8.719905 3.640906 1.707845
H4 6.516098 4.154576 0.951781
H5 5.832574 2.658531 1.576131
H6 7.582803 3.085349 -0.858161
H7 7.634558 1.493140 -0.026841
H8 5.206241 2.805262 -1.288835
H9 5.108075 1.491054 -0.111922
H10 5.706877 1.347800 -2.985538
H11 7.031590 0.606545 -2.021708
H12 5.404511 -0.861885 -0.909908
H13 5.302243 -1.057505 -2.649989
H14 3.373953 0.711583 -1.088818
H15 3.261498 0.257861 -2.809722
H16 2.743852 -2.038306 -2.178537
H17 3.474257 -1.754505 -0.566355
H18 1.537736 -0.014098 -0.192203
H19 0.779706 -0.865307 -1.602620
H20 1.812847 -2.777910 0.305559
H21 0.723607 -1.726712 1.178574
H22 -0.094887 -2.793955 -1.613605
H23 0.025675 -3.933291 -0.311772
H24 -2.110103 -3.961334 -1.483964
H25 -2.367532 -4.506086 0.054993
H26 -1.168707 -1.884775 1.992356
H27 -1.418501 -3.623502 1.797082
H28 -3.774185 -3.408471 1.845957
H29 -3.744978 -1.669959 1.483601
H30 -2.279242 -2.236784 3.808629
H31 -3.452224 -1.193692 3.516987
H32 -1.646872 -1.204539 -1.691309
H33 -1.112195 -0.193543 0.873836
H34 -2.743248 0.330103 0.646939
H35 -1.131051 1.038150 -1.804933
H36 -3.525723 0.383588 -1.902287
H37 -4.836293 0.173494 0.407272
H38 -6.051672 -0.665448 -0.495486
H39 -6.592156 1.112949 -2.882912
H40 -7.503958 3.344300 -3.150243
H41 -7.354481 5.001880 -1.348012
H42 -6.292248 4.070087 2.053955
H43 -7.122933 5.252374 1.099330
H44 -5.321923 5.220398 1.085953
H45 -5.325028 2.150360 1.024881
C27 2.688563 -3.791947 3.007744
O3 3.477924 -3.721959 1.824917
H46 2.597181 -2.791377 3.423005
H47 1.692944 -4.174871 2.764381
H48 3.160208 -4.443482 3.747270
H49 3.542330 -4.615169 1.475972

Cartesian forces (eV/Å) of the 3 atoms listed first:
-0.41 -0.07 -0.63
0.84 -0.06 0.09
-1.30 0.21 0.25